Molecular formula: H2O6P2S
Method: DFT, ωB97M-V/def2-TZVPD

Structure (XYZ):
```
11
Properties=species:S:1:pos:R:3:forces:R:3
O -1.647 1.301 -1.413 -0.3 0.1 -2.5
O 0.575 -1.459 -0.927 -0.9 0.7 -0.1
O -1.799 1.394 1.074 -1.0 0.0 2.0
O -0.081 -1.285 1.339 0.0 -0.5 3.5
O -1.732 -1.995 -0.377 1.3 1.6 1.0
O 0.573 1.564 0.114 -2.1 -0.1 -0.7
P 1.977 0.855 0.404 0.2 0.5 1.1
P -1.150 0.883 -0.121 3.1 1.4 0.8
S -0.536 -1.153 0.008 -1.9 -3.4 -4.5
H 1.485 -0.415 0.697 1.1 -0.1 0.8
H 2.333 0.311 -0.797 0.6 -0.1 -1.5
```
Forces are in eV/Å.

Its molar mass is 192.03 g/mol. The total charge is -2.

Löwdin atomic charge list, values in e, 6 entries:
1 O -0.37
2 O -0.47
3 O -0.37
4 O -0.43
5 O -0.47
6 O -0.70



Molecular formula: C90H200N10
Method: DFT, ωB97M-V/def2-TZVPD

Structure (XYZ):
```
300
Properties=species:S:1:pos:R:3:forces:R:3
C 7.467 -3.263 1.388 0.4 -0.2 0.2
C 6.778 -3.892 2.618 0.2 0.4 -2.0
C 6.586 -2.972 3.763 -0.7 1.7 2.3
C 5.361 -1.993 3.833 0.5 -1.5 0.0
N 5.350 -1.038 5.011 -0.6 1.5 0.4
C 4.111 -0.190 4.866 -0.4 0.3 1.0
C 3.665 0.189 6.292 -0.6 0.3 0.4
C 4.480 -0.608 7.332 1.1 0.3 -1.1
C 5.201 -1.642 6.423 0.3 -1.1 0.6
C 6.506 -0.015 4.920 -0.3 -2.0 -0.3
H 6.789 -2.603 0.847 -0.1 -0.2 -0.2
H 7.853 -4.074 0.771 -0.4 0.0 -0.4
H 8.363 -2.668 1.570 0.0 0.0 0.6
H 7.318 -4.789 2.921 0.0 0.2 0.2
H 5.811 -4.212 2.230 -0.3 -0.4 0.3
H 7.394 -2.259 3.926 0.7 -0.7 -0.2
H 6.513 -3.620 4.636 0.1 0.3 0.4
H 4.441 -2.567 3.940 -0.1 0.0 -0.1
H 5.304 -1.387 2.929 0.0 0.2 0.0
H 4.278 0.746 4.332 0.4 -0.4 -0.4
H 3.353 -0.774 4.344 0.0 -0.1 0.1
H 3.807 1.245 6.521 -0.1 0.1 -0.4
H 2.589 0.016 6.306 -0.1 -0.1 0.5
H 5.212 0.042 7.811 0.3 0.2 -0.4
H 3.972 -0.929 8.241 -0.4 -0.9 -0.6
H 6.163 -2.026 6.763 0.3 0.7 0.0
H 4.676 -2.596 6.368 -0.7 0.2 -0.5
H 6.395 0.809 5.624 -0.1 -0.2 -0.1
H 6.412 0.265 3.871 0.6 0.5 0.2
H 7.381 -0.636 5.113 0.3 0.7 0.0
C 5.830 -1.682 -1.682 1.1 -0.4 0.3
C 6.550 -2.247 -2.884 -1.2 1.5 -1.2
C 7.779 -3.031 -2.611 0.9 -0.2 0.3
C 8.556 -3.189 -3.906 0.9 -1.4 -1.0
N 9.214 -4.544 -4.050 -0.4 -0.2 0.5
C 9.922 -4.637 -5.390 -1.1 -1.6 -0.3
C 9.902 -6.183 -5.613 1.5 -0.9 -0.3
C 8.751 -6.855 -4.818 -0.5 1.3 -0.2
C 8.124 -5.631 -4.181 0.6 -0.5 0.5
C 10.320 -4.829 -2.971 -2.0 0.3 0.1
H 5.222 -0.803 -1.894 -0.1 -0.2 -0.1
H 6.683 -1.400 -1.065 -0.5 0.4 0.7
H 5.276 -2.494 -1.210 -0.2 0.2 0.4
H 6.885 -1.395 -3.477 -0.1 0.2 -0.2
H 5.817 -2.752 -3.512 0.2 -0.4 -0.3
H 7.544 -3.991 -2.151 0.1 -0.2 -0.1
H 8.399 -2.500 -1.888 0.0 0.1 0.1
H 9.392 -2.549 -4.187 -0.3 0.8 0.9
H 7.910 -3.155 -4.783 -0.3 0.1 0.1
H 10.890 -4.137 -5.359 0.0 -0.4 0.2
H 9.341 -4.168 -6.185 -0.3 0.3 0.3
H 10.880 -6.535 -5.287 -0.1 -0.4 0.0
H 9.819 -6.486 -6.657 0.2 0.4 0.0
H 8.865 -7.650 -4.081 1.1 0.1 -0.2
H 7.922 -7.187 -5.443 0.5 -0.5 -0.6
H 7.690 -5.999 -3.251 -0.1 1.1 0.3
H 7.393 -5.325 -4.930 -0.1 0.9 0.6
H 9.958 -4.638 -1.961 -0.6 0.0 -0.1
H 11.091 -4.068 -3.091 0.4 -0.8 -0.5
H 10.483 -5.906 -3.012 0.9 0.4 -0.3
C 1.779 -3.448 -3.438 1.8 0.1 1.1
C 0.556 -3.181 -4.234 0.7 -0.1 0.6
C 0.342 -4.184 -5.334 -1.3 0.1 -0.7
C 1.073 -3.801 -6.635 -0.9 -0.1 -0.7
N 0.804 -4.656 -7.888 0.7 -1.4 -0.5
C 1.703 -4.265 -9.074 1.6 -3.6 1.7
C 1.199 -3.057 -9.650 1.5 1.6 -0.4
C -0.293 -3.186 -9.425 -0.5 2.4 0.0
C -0.534 -4.367 -8.561 -0.3 -1.8 1.0
C 1.056 -6.174 -7.617 -1.4 1.4 0.3
H 2.134 -2.513 -3.006 0.2 0.0 0.1
H 2.641 -3.878 -3.947 0.0 0.1 -0.5
H 1.598 -4.122 -2.600 -0.1 -0.1 -0.1
H 0.607 -2.149 -4.584 -0.4 0.0 -0.3
H -0.216 -3.288 -3.472 -0.7 0.3 -0.5
H -0.744 -4.100 -5.389 -0.2 -0.6 -1.1
H 0.550 -5.200 -4.999 0.2 0.0 0.0
H 2.146 -3.759 -6.445 0.1 -0.2 -0.3
H 0.730 -2.816 -6.952 0.2 0.2 0.2
H 1.643 -5.074 -9.802 0.0 -0.4 0.3
H 2.647 -4.344 -8.534 0.7 0.6 -1.0
H 1.480 -2.979 -10.700 -0.2 -0.1 0.0
H 1.855 -2.335 -9.164 -1.2 1.3 0.1
H -0.746 -3.190 -10.416 -0.5 -0.3 0.4
H -0.688 -2.343 -8.857 0.0 0.4 -0.5
H -0.800 -5.243 -9.153 0.1 -0.2 0.2
H -1.266 -4.274 -7.759 -0.2 0.2 -0.3
H 1.876 -6.358 -6.922 0.1 0.5 -0.2
H 1.225 -6.684 -8.565 -0.2 0.1 0.2
H 0.121 -6.454 -7.132 0.2 -0.6 -0.2
C -10.705 5.768 0.308 0.2 2.7 0.6
C -11.384 4.590 -0.120 -0.6 -4.0 -0.8
C -10.609 3.188 0.144 -1.4 1.0 -1.4
C -10.456 2.943 1.613 0.9 -0.9 0.8
N -9.341 1.930 2.024 -0.3 -0.3 0.3
C -7.915 2.187 1.531 -0.8 -0.2 -0.7
C -7.177 0.863 1.645 0.3 1.0 1.0
C -8.279 -0.187 1.698 -0.6 -0.1 -0.6
C -9.658 0.535 1.477 2.4 -0.1 0.4
C -9.389 1.799 3.591 -0.1 -0.2 -2.2
H -11.447 6.546 0.129 0.4 0.6 -0.3
H -9.837 5.909 -0.336 0.3 0.5 0.4
H -10.532 5.923 1.373 0.5 -0.5 0.1
H -11.558 4.696 -1.191 0.2 -0.4 -0.2
H -12.413 4.493 0.227 0.1 -0.1 0.6
H -9.685 3.085 -0.427 0.5 0.8 0.3
H -11.195 2.462 -0.418 -0.4 -0.4 0.7
H -11.313 2.479 2.103 -0.3 0.3 -0.3
H -10.208 3.844 2.174 0.0 0.1 -0.2
H -7.396 3.011 2.022 -0.5 0.2 0.1
H -7.987 2.338 0.454 -0.3 0.7 0.2
H -6.512 0.934 2.506 -0.2 -0.6 0.3
H -6.485 0.789 0.806 -0.2 -0.3 -0.2
H -8.329 -0.715 2.650 0.4 -0.5 -0.5
H -8.111 -0.764 0.788 -0.3 -1.0 0.7
H -10.454 0.078 2.066 -0.1 0.2 -0.4
H -9.796 0.506 0.396 -0.7 0.7 0.2
H -10.280 1.197 3.768 0.0 0.4 0.4
H -9.467 2.825 3.948 0.2 -0.4 0.4
H -8.527 1.194 3.872 0.0 0.6 0.3
C -3.015 4.001 0.761 0.8 0.2 -0.7
C -2.184 3.776 -0.519 -1.8 0.5 0.4
C -3.091 3.715 -1.833 2.8 1.0 1.2
C -3.759 5.017 -2.281 -0.3 -1.8 -0.2
N -4.734 4.650 -3.433 0.2 -0.1 1.5
C -5.731 3.509 -3.050 0.1 2.2 -0.1
C -7.042 3.981 -3.680 -0.6 -0.1 -1.5
C -6.890 5.453 -4.322 0.6 -0.8 1.5
C -5.607 5.930 -3.684 1.4 -0.2 -0.5
C -3.872 4.211 -4.640 -0.6 0.6 1.8
H -3.888 3.350 0.802 0.1 -0.1 0.3
H -3.329 5.045 0.761 -0.3 0.0 0.1
H -2.325 3.915 1.601 -0.4 -0.3 0.4
H -1.597 2.858 -0.487 -0.2 -0.3 0.1
H -1.446 4.576 -0.470 0.0 0.2 -0.8
H -3.793 2.887 -1.738 0.4 0.0 -0.2
H -2.227 3.578 -2.483 -0.8 -0.9 -1.0
H -3.014 5.695 -2.697 -0.3 0.2 0.2
H -4.279 5.455 -1.429 -0.4 0.2 -0.5
H -5.329 2.522 -3.280 -0.1 0.3 -0.3
H -5.913 3.614 -1.980 0.6 -0.2 0.1
H -7.410 3.318 -4.462 0.1 -0.1 0.1
H -7.740 3.879 -2.849 -0.5 0.7 -0.4
H -6.719 5.556 -5.394 -0.7 -0.8 -0.1
H -7.733 6.076 -4.025 0.1 0.0 -0.2
H -4.940 6.519 -4.315 -0.3 0.2 -0.3
H -5.695 6.531 -2.779 -0.1 -0.6 0.4
H -3.076 4.951 -4.571 -0.2 0.1 -1.3
H -4.527 4.125 -5.507 0.5 0.4 -0.1
H -3.398 3.263 -4.386 -0.4 -0.1 -0.1
C 2.958 -6.307 1.042 -0.9 1.4 -0.4
C 4.173 -5.974 0.191 0.2 -0.9 2.0
C 4.033 -6.308 -1.241 -1.1 -0.8 -1.2
C 3.581 -7.826 -1.468 2.3 1.7 -2.3
N 4.006 -8.257 -2.995 -0.4 -1.6 1.1
C 3.896 -9.820 -3.115 0.4 -0.3 2.5
C 4.950 -10.231 -4.047 -1.4 -1.3 -3.6
C 6.073 -9.337 -3.832 1.8 2.3 1.2
C 5.485 -8.033 -3.260 -0.1 0.5 1.0
C 3.108 -7.798 -4.101 -1.2 0.7 1.4
H 2.834 -5.662 1.912 0.4 0.0 0.2
H 2.819 -7.326 1.402 0.1 0.0 -0.5
H 2.186 -5.940 0.365 -1.1 -0.6 0.3
H 4.969 -6.590 0.607 0.7 0.5 -0.1
H 4.394 -4.908 0.246 0.3 0.0 0.3
H 5.013 -6.027 -1.627 0.1 -0.8 -0.7
H 3.363 -5.600 -1.728 -0.5 -0.1 -0.1
H 2.537 -8.110 -1.334 0.2 0.3 0.1
H 4.282 -8.355 -0.823 -0.4 -0.7 -0.2
H 2.882 -10.179 -3.294 0.1 0.4 -0.1
H 4.256 -10.241 -2.176 -0.6 0.4 0.6
H 4.499 -10.140 -5.035 0.4 0.1 -0.5
H 5.216 -11.288 -4.022 -0.1 0.0 0.5
H 6.738 -8.935 -4.596 -0.2 -1.2 -0.7
H 6.703 -9.771 -3.056 0.2 0.1 0.0
H 5.626 -7.113 -3.827 -0.3 -0.3 -0.6
H 5.975 -7.787 -2.319 -0.2 -0.2 0.2
H 2.112 -8.105 -3.782 0.0 -0.7 -0.4
H 3.389 -8.226 -5.063 0.1 0.2 0.2
H 2.918 -6.724 -4.096 1.0 0.3 -0.3
C -3.558 0.926 2.761 0.4 -1.0 -0.1
C -2.944 0.349 1.433 -0.4 1.5 1.8
C -1.513 -0.100 1.729 -0.1 0.0 -1.7
C -0.833 -0.549 0.393 2.2 -0.5 0.8
N 0.750 -0.222 0.408 -0.4 -2.7 1.7
C 1.563 -0.945 -0.693 -0.7 -0.2 -1.4
C 1.711 -2.424 -0.431 -0.3 -0.1 3.4
C 1.707 -2.379 1.169 0.0 0.1 0.7
C 1.319 -0.949 1.640 -0.2 -0.1 -0.6
C 1.108 1.214 0.468 -0.5 -1.0 -0.9
H -3.902 0.127 3.417 -0.9 -0.2 -0.4
H -4.306 1.675 2.502 -0.1 -0.2 0.5
H -2.836 1.332 3.469 0.5 0.8 -0.6
H -3.007 1.199 0.753 0.6 -0.1 -0.4
H -3.617 -0.399 1.012 0.3 -0.4 0.1
H -1.527 -0.896 2.473 0.0 -0.4 -0.3
H -0.918 0.670 2.220 -0.3 0.5 -0.2
H -1.167 -0.216 -0.590 -0.4 0.5 0.4
H -0.853 -1.639 0.397 0.1 0.0 -0.4
H 2.603 -0.620 -0.715 -0.3 1.0 0.0
H 1.040 -0.813 -1.640 0.3 0.6 -0.1
H 2.649 -2.875 -0.754 -0.1 0.4 -0.3
H 0.878 -3.045 -0.761 0.1 0.2 0.0
H 2.620 -2.443 1.762 0.8 -0.7 -1.0
H 1.150 -3.222 1.578 -0.6 0.4 0.0
H 2.202 -0.366 1.902 0.2 -0.2 -0.1
H 0.692 -0.896 2.530 -0.4 0.0 -0.4
H 0.623 1.574 -0.440 0.4 0.9 0.1
H 2.194 1.147 0.404 -0.1 1.0 0.0
H 0.741 1.694 1.375 0.1 -0.1 -0.2
C 2.782 7.938 -6.984 -0.3 0.0 0.8
C 3.163 7.573 -5.497 1.0 -0.4 -0.8
C 2.197 6.625 -4.756 -1.4 0.8 -0.6
C 2.386 6.390 -3.278 1.4 -0.8 -0.3
N 1.894 5.000 -2.797 -1.6 -0.5 0.4
C 2.331 4.856 -1.353 -0.3 -0.1 1.0
C 3.537 3.923 -1.318 0.3 0.2 -1.5
C 3.244 2.856 -2.396 -2.0 2.2 0.0
C 2.473 3.743 -3.469 2.2 0.5 -0.4
C 0.352 4.927 -3.017 1.3 0.0 0.3
H 1.826 7.534 -7.317 -0.1 -0.1 0.2
H 3.516 7.625 -7.727 0.1 0.0 0.3
H 2.682 9.023 -7.016 0.1 -0.1 -0.3
H 3.439 8.513 -5.019 -0.7 -0.1 0.6
H 4.125 7.061 -5.501 0.2 -0.2 -0.2
H 2.139 5.679 -5.295 0.4 -0.2 -0.1
H 1.190 7.020 -4.890 -0.2 0.2 0.0
H 1.932 7.133 -2.622 -0.2 -0.1 -0.1
H 3.447 6.344 -3.033 0.2 0.2 0.0
H 1.477 4.488 -0.786 -0.1 0.1 0.1
H 2.675 5.822 -0.982 -0.6 0.0 0.1
H 3.888 3.476 -0.388 -0.5 0.4 0.2
H 4.306 4.612 -1.667 0.7 -0.5 0.0
H 2.450 2.230 -1.987 0.5 -0.9 0.1
H 4.139 2.379 -2.793 -0.4 -0.2 0.0
H 1.729 3.260 -4.103 0.1 0.0 0.3
H 3.270 4.135 -4.101 -0.2 -0.1 -0.4
H 0.041 3.949 -2.651 -0.1 0.1 0.0
H 0.188 5.024 -4.090 0.1 -0.1 0.1
H -0.188 5.727 -2.511 0.4 0.1 0.2
C 0.985 -3.507 4.790 0.9 -0.9 1.0
C 0.894 -3.097 6.298 -3.1 0.6 -1.1
C -0.451 -2.146 6.473 1.7 -0.2 0.5
C -0.415 -1.510 7.843 -1.2 0.3 1.2
N -1.636 -0.633 8.253 -1.2 0.7 -3.9
C -2.866 -1.406 8.532 -2.1 -1.8 -0.6
C -2.832 -1.795 9.964 0.3 0.6 0.1
C -2.376 -0.447 10.536 -0.4 -0.4 0.5
C -1.379 0.135 9.499 0.7 -0.1 2.6
C -2.026 0.248 7.028 1.3 2.0 1.0
H 1.401 -2.821 4.053 0.1 0.5 0.3
H 0.074 -3.927 4.364 -0.3 0.3 0.4
H 1.653 -4.367 4.837 0.3 -0.1 -0.5
H 1.796 -2.706 6.768 0.0 0.5 -0.4
H 0.704 -4.028 6.834 -0.2 0.1 0.1
H -1.389 -2.688 6.355 0.3 -0.5 -0.1
H -0.451 -1.351 5.728 0.2 -0.1 -0.3
H 0.423 -0.829 7.992 0.2 -0.3 0.0
H -0.507 -2.261 8.628 0.9 -0.2 0.0
H -3.757 -0.810 8.336 0.3 0.7 0.2
H -3.055 -2.242 7.859 0.8 -0.1 -0.3
H -3.790 -2.078 10.400 0.0 -0.1 -0.3
H -2.123 -2.611 10.103 0.1 0.0 0.4
H -3.243 0.210 10.618 0.0 0.0 0.1
H -2.037 -0.675 11.547 0.6 0.8 -0.1
H -1.367 1.224 9.464 -0.6 -0.1 -0.8
H -0.379 -0.060 9.885 0.2 -0.5 -0.5
H -2.704 1.057 7.300 -0.3 -0.4 0.7
H -2.440 -0.122 6.090 0.2 -1.3 0.6
H -1.121 0.814 6.808 0.2 -0.2 -0.3
C -4.036 3.785 5.221 -0.3 -0.9 0.6
C -4.027 4.969 4.351 1.1 1.1 -0.2
C -5.201 5.898 4.663 -0.1 -0.8 -1.8
C -5.344 7.060 3.652 -1.6 0.9 3.4
N -6.585 7.899 4.107 -2.5 0.2 -3.3
C -6.499 9.339 3.411 1.1 -0.4 1.9
C -7.396 10.225 4.223 -0.2 0.0 0.3
C -7.615 9.493 5.580 -1.4 0.8 0.1
C -6.797 8.231 5.654 0.8 0.5 -2.4
C -7.918 7.284 3.466 1.0 0.4 1.3
H -3.065 3.293 5.160 -0.1 -0.4 0.1
H -4.834 3.164 4.813 0.0 -0.7 0.7
H -4.211 4.079 6.255 -0.1 -0.3 0.1
H -4.017 4.563 3.339 -0.3 0.6 -0.4
H -3.037 5.397 4.510 -0.1 0.9 -0.2
H -5.229 6.190 5.713 0.4 0.3 -0.2
H -6.063 5.245 4.532 -0.4 0.0 0.1
H -5.553 6.783 2.618 0.5 0.1 0.1
H -4.559 7.781 3.879 0.4 -0.2 -0.9
H -6.650 9.488 2.341 -0.1 -1.2 -0.1
H -5.470 9.601 3.657 0.1 0.1 -0.3
H -8.341 10.426 3.718 0.0 -0.1 0.1
H -6.870 11.177 4.283 -0.3 0.1 0.4
H -8.653 9.172 5.667 -0.2 0.1 -0.4
H -7.578 10.168 6.435 0.8 -0.2 0.1
H -7.374 7.418 6.094 0.7 -0.1 0.2
H -5.760 8.400 5.944 -0.2 -0.3 0.7
H -8.797 7.852 3.771 0.3 0.2 0.3
H -8.044 6.271 3.849 0.1 0.0 -0.2
H -7.906 7.345 2.378 0.5 -0.2 0.1
```
Forces are in eV/Å.

Its molar mass is 1422.66 g/mol. The total charge is +10.

Löwdin atomic charge list, values in e, 6 entries:
1 C -0.09
2 C -0.23
3 C -0.17
4 C -0.12
5 N -0.25
6 C -0.14



Molecular formula: CH8N2O3
Method: DFT, ωB97M-V/def2-TZVPD

Structure (XYZ):
```
14
Properties=species:S:1:pos:R:3:forces:R:3
N -0.676 -2.446 0.428 0.6 -2.1 1.4
C -0.217 -1.280 -0.078 0.3 0.5 -0.2
N -1.164 -0.566 -0.818 -0.4 -1.8 0.9
O 0.968 -0.995 0.207 -1.8 0.9 -0.8
H -1.348 -3.075 -0.007 0.3 0.6 0.1
H 0.069 -2.890 1.013 -1.3 0.4 -1.0
H -0.933 0.391 -1.000 -0.4 0.4 -0.2
H -2.183 -0.904 -0.739 2.6 1.3 -0.1
H 1.873 0.592 0.409 0.2 0.3 -0.1
H 3.275 1.311 0.534 -2.2 0.4 -0.3
O 2.289 1.483 0.407 1.7 -0.6 0.3
H -0.006 2.326 0.071 -1.6 0.6 -0.6
H -1.011 3.512 -0.171 0.1 -0.8 -0.1
O -0.937 2.540 -0.256 1.7 0.2 0.7
```
Forces are in eV/Å.

Its molar mass is 96.09 g/mol. The total charge is 0.

Löwdin atomic charge list, values in e, 6 entries:
1 N 0.12
2 C -0.62
3 N 0.15
4 O -0.01
5 H 0.10
6 H 0.13



Molecular formula: CH2BrN2
Method: DFT, ωB97M-V/def2-TZVPD

Structure (XYZ):
```
6
Properties=species:S:1:pos:R:3:forces:R:3
C -0.200 -0.143 -0.545 -4.1 1.3 4.5
N 0.422 1.118 -0.158 0.6 0.7 0.5
N 0.681 0.146 0.533 0.4 -0.8 0.1
Br -2.086 -0.326 0.080 1.8 0.2 -0.9
H 0.037 -0.665 -1.353 1.5 -2.1 -3.4
H 1.146 -0.129 1.443 -0.3 0.7 -0.8
```
Forces are in eV/Å.

Its molar mass is 121.94 g/mol. The total charge is +1.

Löwdin charges, unit e, in atom order:
1 C -0.51
2 N 0.30
3 N 0.14
4 Br 0.76
5 H 0.06
6 H 0.25



Gap between HOMO and LUMO values, unit eV, following the record order: 7.5540 8.3023 10.9555 8.5136.
ΔE to the lowest compared entry with this formula, charge and spin values, unit eV, following the record order: 0.097 22.866 0.630 0.906.
F_max values, unit Eh/bohr, following the record order: 0.11554 0.08292 0.05570 0.12103.